Computed, not measured: a molecular structure, C41H36N2O3P2W, with ωB97M-V with the def2-TZVPD basis set.

Output
highest occupied orbital energy (spin up / spin down) = -13.329 / -13.329 eV
LUMO level (spin up / spin down) = -7.3 / -7.3 eV
charge = +2
energy relative to the best compared isomer or geometry (same formula, charge and spin) = 5.4 kcal per mole
total energy = -2668.52532 Ha
spin multiplicity = 1

Positions of all 85 atoms, in Å:
W 0.509 -0.194 -0.266
O -0.272 -0.711 4.135
C 0.986 -0.405 4.516
C 1.172 -0.249 5.895
C 2.416 0.052 6.396
C 3.514 0.213 5.545
C 3.342 0.067 4.193
C 2.080 -0.244 3.648
C 1.977 -0.362 2.206
O 0.743 -0.435 1.636
N 2.986 -0.247 1.411
N 2.556 -0.221 0.078
C 2.947 0.839 -0.589
C 2.911 0.955 -2.044
C 4.011 1.503 -2.706
C 4.030 1.511 -4.095
C 2.960 1.007 -4.822
C 1.831 0.489 -4.187
C 1.839 0.499 -2.813
O 0.761 0.047 -2.070
H -0.321 -0.751 3.179
H 0.316 -0.382 6.539
H 2.544 0.166 7.464
H 4.488 0.451 5.947
H 4.180 0.189 3.522
H 3.552 1.563 -0.042
H 4.849 1.890 -2.142
H 4.886 1.914 -4.616
H 2.994 1.028 -5.902
H 0.978 0.115 -4.732
C -3.216 -0.224 0.799
C -2.974 -1.608 0.208
P -1.301 -1.957 -0.475
C -1.445 -2.299 -2.245
C -2.583 -1.964 -2.981
C -2.634 -2.227 -4.343
C -1.553 -2.819 -4.976
C -0.417 -3.148 -4.247
C -0.359 -2.889 -2.891
C -0.768 -3.504 0.276
C 0.450 -3.674 0.917
C 0.791 -4.912 1.444
C -0.084 -5.981 1.332
C -1.302 -5.821 0.681
C -1.643 -4.591 0.151
C -2.972 0.911 -0.209
P -1.281 1.539 -0.016
C -0.934 2.711 -1.336
C -1.412 2.480 -2.626
C -1.104 3.367 -3.644
C -0.312 4.478 -3.383
C 0.173 4.704 -2.103
C -0.136 3.823 -1.078
C -1.202 2.384 1.576
C -0.011 2.481 2.290
C 0.037 3.166 3.493
C -1.110 3.763 3.994
C -2.300 3.689 3.284
C -2.349 3.007 2.079
H -2.606 -0.078 1.697
H -4.250 -0.187 1.146
H -3.709 -1.807 -0.574
H -3.129 -2.376 0.973
H -3.445 -1.501 -2.523
H -3.526 -1.978 -4.900
H -1.599 -3.034 -6.034
H 0.421 -3.625 -4.737
H 0.528 -3.181 -2.332
H 1.164 -2.861 1.010
H 1.742 -5.036 1.941
H 0.183 -6.943 1.744
H -1.979 -6.656 0.583
H -2.589 -4.487 -0.368
H -3.680 1.735 -0.101
H -3.087 0.557 -1.237
H -2.019 1.612 -2.855
H -1.487 3.195 -4.640
H -0.081 5.174 -4.176
H 0.781 5.573 -1.899
H 0.228 4.019 -0.076
H 0.908 2.042 1.913
H 0.969 3.228 4.036
H -1.076 4.292 4.936
H -3.191 4.163 3.668
H -3.290 2.974 1.551

***

Computed, not measured: a molecular structure, C41H37AsN7O10S3SbTa, with ωB97M-V with the def2-TZVPD basis set.

Output
highest occupied orbital energy = -9.734 eV
LUMO level = -3.5 eV
charge = +1
energy relative to the best compared isomer or geometry (same formula, charge and spin) = 13.4 kcal per mole
total energy = -6447.71241 Ha
spin multiplicity = 1

Positions of all 101 atoms, in Å:
Ta -0.669 0.778 0.148
C -2.079 -3.582 -4.145
C -0.692 -3.100 -4.332
N 0.371 -3.834 -4.415
N 1.394 -2.931 -4.538
C 0.995 -1.651 -4.520
S 1.878 -0.237 -4.539
N -0.363 -1.771 -4.432
N -1.257 -0.710 -4.300
H -2.064 -4.662 -4.025
H -2.703 -3.325 -5.001
H -2.514 -3.112 -3.262
H 2.348 -3.240 -4.575
H -0.713 0.054 -3.900
H -1.498 -0.391 -5.236
O -2.846 -1.481 1.577
As -1.401 -1.480 2.553
O -1.683 -1.467 4.139
O -0.596 -0.094 1.907
C -0.312 -2.938 1.943
C -0.221 -3.984 2.849
C 0.542 -5.109 2.556
C 1.217 -5.192 1.353
C 1.142 -4.149 0.437
C 0.387 -3.024 0.734
S 0.416 -1.758 -0.501
O -0.989 -1.182 -0.560
O 0.854 -2.346 -1.715
O 1.193 -0.588 -0.015
H -3.640 -1.535 2.130
H -0.744 -3.903 3.794
H 0.604 -5.916 3.273
H 1.807 -6.066 1.116
H 1.659 -4.209 -0.510
N 5.130 4.911 2.912
C 4.247 4.289 2.525
C 3.136 3.514 2.042
C 2.199 4.088 1.187
C 1.158 3.307 0.740
N 1.011 2.024 1.098
C 1.903 1.479 1.931
C 2.983 2.189 2.423
H 2.287 5.117 0.871
H 0.414 3.716 0.071
H 1.737 0.446 2.198
H 3.688 1.714 3.089
C -1.764 2.285 1.285
H -2.062 3.190 0.751
H -1.210 2.560 2.182
H -2.664 1.775 1.640
S -2.732 0.912 -1.322
Sb -4.689 1.605 -0.306
C -5.251 0.685 1.492
C -4.975 1.253 2.732
C -5.278 0.550 3.890
C -5.860 -0.707 3.807
C -6.160 -1.262 2.568
C -5.856 -0.568 1.405
C -4.709 3.681 -0.070
C -3.880 4.452 -0.878
C -3.935 5.835 -0.780
C -4.808 6.434 0.118
C -5.636 5.659 0.918
C -5.593 4.275 0.825
C -6.188 1.055 -1.655
C -7.511 1.091 -1.223
C -8.528 0.784 -2.115
C -8.220 0.445 -3.425
C -6.899 0.408 -3.850
C -5.875 0.714 -2.966
H -4.514 2.231 2.804
H -5.051 0.980 4.856
H -6.083 -1.256 4.712
H -6.627 -2.236 2.507
H -6.080 -1.008 0.440
H -3.199 3.979 -1.578
H -3.299 6.444 -1.408
H -4.847 7.513 0.191
H -6.317 6.131 1.614
H -6.245 3.675 1.451
H -7.756 1.349 -0.199
H -9.559 0.809 -1.787
H -9.015 0.207 -4.120
H -6.666 0.141 -4.872
H -4.843 0.676 -3.294
O -0.416 2.472 -3.310
C 0.444 2.218 -2.519
O 0.162 1.528 -1.379
C 1.876 2.589 -2.638
C 2.841 1.986 -1.837
C 4.168 2.358 -1.964
C 4.489 3.334 -2.889
C 3.551 3.933 -3.710
C 2.228 3.546 -3.583
N 5.907 3.747 -3.013
O 6.705 3.223 -2.265
O 6.171 4.589 -3.843
H 2.559 1.198 -1.151
H 4.949 1.901 -1.375
H 3.864 4.676 -4.427
H 1.461 3.973 -4.214

***

Computed, not measured: a molecular structure, C41H37AsN7O10S3SbTa, with ωB97M-V with the def2-TZVPD basis set.

Output
highest occupied orbital energy = -10.597 eV
LUMO level = -2.9 eV
charge = +1
energy relative to the best compared isomer or geometry (same formula, charge and spin) = 44.5 kcal per mole
total energy = -6447.66285 Ha
spin multiplicity = 1

Positions of all 101 atoms, in Å:
Ta 0.999 0.273 0.487
C -1.554 5.025 -3.987
C -0.611 5.019 -2.848
N 0.318 5.892 -2.611
N 0.915 5.445 -1.476
C 0.391 4.308 -1.006
S 0.840 3.468 0.389
N -0.600 4.044 -1.887
N -1.512 2.992 -1.813
H -1.520 5.997 -4.472
H -2.566 4.817 -3.640
H -1.276 4.261 -4.714
H 1.696 5.939 -1.079
H -1.342 2.545 -0.907
H -1.206 2.323 -2.519
O -0.205 -0.144 -3.949
As 0.980 0.617 -2.888
O 1.078 2.182 -3.266
O 0.213 0.273 -1.362
C 2.518 -0.527 -3.051
C 2.413 -1.584 -3.945
C 3.506 -2.404 -4.202
C 4.722 -2.156 -3.593
C 4.835 -1.111 -2.687
C 3.733 -0.322 -2.406
S 3.930 0.869 -1.115
O 4.889 1.843 -1.481
O 4.406 0.090 0.113
O 2.573 1.338 -0.809
H -0.285 0.415 -4.736
H 1.478 -1.764 -4.456
H 3.400 -3.228 -4.894
H 5.581 -2.776 -3.811
H 5.776 -0.910 -2.191
N 2.404 3.925 7.316
C 2.132 3.416 6.324
C 1.792 2.780 5.083
C 2.567 2.984 3.948
C 2.200 2.348 2.780
N 1.116 1.566 2.677
C 0.391 1.362 3.780
C 0.689 1.941 4.999
H 3.440 3.618 3.971
H 2.802 2.468 1.893
H -0.462 0.706 3.693
H 0.071 1.740 5.862
C 0.205 -1.695 0.984
H -0.816 -1.783 1.345
H 0.861 -2.070 1.775
H 0.345 -2.345 0.121
S -1.325 0.902 1.377
Sb -2.988 -0.275 0.259
C -4.107 1.137 -0.803
C -4.775 0.790 -1.974
C -5.571 1.728 -2.614
C -5.710 3.001 -2.078
C -5.053 3.342 -0.903
C -4.246 2.413 -0.266
C -2.572 -1.923 -0.959
C -2.671 -3.200 -0.412
C -2.445 -4.307 -1.215
C -2.129 -4.137 -2.557
C -2.038 -2.863 -3.098
C -2.261 -1.751 -2.299
C -4.257 -0.967 1.773
C -5.611 -0.660 1.727
C -6.450 -1.112 2.736
C -5.938 -1.865 3.781
C -4.583 -2.167 3.829
C -3.739 -1.714 2.828
H -4.683 -0.206 -2.392
H -6.088 1.463 -3.526
H -6.337 3.729 -2.575
H -5.163 4.333 -0.485
H -3.714 2.697 0.635
H -2.930 -3.343 0.631
H -2.519 -5.300 -0.794
H -1.957 -5.003 -3.181
H -1.791 -2.729 -4.143
H -2.165 -0.764 -2.728
H -6.020 -0.070 0.915
H -7.504 -0.871 2.704
H -6.595 -2.215 4.566
H -4.184 -2.750 4.648
H -2.678 -1.933 2.885
O 2.619 0.018 1.636
C 3.282 -0.815 0.797
O 2.396 -1.167 -0.137
C 4.081 -1.898 1.474
C 5.207 -2.455 0.884
C 5.872 -3.500 1.504
C 5.386 -3.962 2.712
C 4.275 -3.419 3.328
C 3.620 -2.374 2.697
N 6.089 -5.080 3.376
O 7.066 -5.534 2.821
O 5.627 -5.488 4.420
H 5.572 -2.073 -0.056
H 6.752 -3.951 1.072
H 3.943 -3.807 4.279
H 2.762 -1.912 3.164